No. 1
72
Properties=species:S:1:pos:R:3:forces:R:3:lowdin_charge:R:1 method="wB97M-V/def2-TZVPD" energy_ha=-5494.9103 charge=+1
H 2.54005 -0.06341 1.17115 0.01 -0.01 0.00 0.09
Au -1.00100 -0.59694 0.57492 0.47 0.51 -0.12 1.33
C -1.48768 -3.48802 -2.50854 0.02 0.00 -0.02 -0.11
C -6.09278 -3.42301 4.27025 0.00 0.00 0.00 -0.06
H -6.18627 -4.55691 2.44581 0.00 0.00 0.00 0.12
N -1.38717 0.41614 2.40743 -0.20 -0.26 0.14 -0.21
C 0.22629 4.92440 -1.19342 0.00 0.01 -0.01 -0.06
C -0.19806 -3.96774 -2.67337 -0.01 0.02 0.01 -0.70
O -4.36071 -3.48054 1.11269 0.00 0.02 0.01 0.08
C 5.37309 1.69500 -0.78371 0.00 0.00 0.00 -0.06
Br 0.14395 -5.29141 -3.97449 0.00 0.00 -0.01 0.77
H -2.29964 -3.88775 -3.10019 0.00 -0.01 0.00 0.11
H 1.01367 4.71117 -4.48145 0.00 0.00 0.00 0.11
H -6.89499 -3.97376 4.74373 0.00 0.00 0.00 0.11
H -5.75469 -2.13316 5.96414 0.00 0.00 0.00 0.11
C 5.64700 1.04858 0.41597 0.00 0.00 0.00 -0.06
C 1.19039 -1.53752 -4.98760 0.01 0.00 -0.01 -0.06
C 2.40928 -1.37048 -4.34931 -0.01 -0.02 0.00 -0.06
H -2.72953 -2.10042 -1.45841 0.01 -0.03 0.03 0.11
H -0.89892 -1.03850 -5.00308 0.00 0.00 0.00 0.12
H 0.19316 6.33383 -2.80910 0.00 0.00 0.00 0.11
C -4.67226 -3.06519 2.35976 0.04 -0.03 0.00 -0.25
C 3.06426 1.05295 -0.58712 0.02 0.04 0.01 -0.28
H 1.72268 3.57624 4.17202 0.00 0.00 0.00 0.09
C 0.71036 3.18607 4.07712 0.00 -0.01 0.00 -0.49
C 3.33829 0.41600 0.61964 0.01 -0.04 -0.03 -0.08
H -0.75908 0.38608 -2.99953 0.00 -0.01 0.00 0.12
H -0.14156 5.63351 -0.46399 0.00 0.00 0.00 0.11
C 0.85116 -3.48039 -1.91141 0.01 0.03 -0.03 -0.12
C -5.45424 -2.39054 4.95835 0.00 0.00 0.00 -0.08
C 0.96898 2.70550 -1.75203 -0.02 -0.02 -0.07 -0.27
C 0.87441 4.40745 -3.45278 0.00 0.00 0.00 -0.06
C -4.02886 -2.01513 3.03580 -0.02 0.02 -0.03 -0.08
H 1.49668 2.39360 -3.81997 0.00 -0.01 0.00 0.11
H 1.84913 -3.87556 -2.04257 0.00 -0.01 0.00 0.11
H 3.86765 2.22002 -2.21304 0.00 0.00 0.00 0.12
O -2.55943 -1.58646 1.20484 0.11 -0.16 0.22 -0.21
H 6.16440 2.19749 -1.32322 0.00 0.00 0.00 0.11
C 1.35195 0.04363 -2.71647 -0.01 -0.09 0.10 -0.31
C 0.12939 -0.11096 -3.37296 0.00 0.01 -0.04 -0.08
S 0.69444 2.07388 2.64399 0.03 0.01 -0.02 0.96
H 1.44039 -2.08693 -0.40301 -0.02 0.00 0.00 0.10
C 0.50649 3.62404 -0.81017 -0.05 -0.04 0.04 -0.07
H 0.02846 3.01563 6.12320 0.00 0.00 0.00 0.09
C -5.70744 -3.75551 2.99152 0.00 0.01 0.00 0.00
H -3.59678 -2.97537 0.79664 -0.02 -0.01 0.00 0.06
C -4.43817 -1.70125 4.34139 -0.03 0.01 -0.01 -0.02
C -1.72353 -2.48450 -1.57949 -0.04 0.09 -0.06 -0.11
H 1.09371 1.69727 5.59745 0.00 0.00 0.01 0.08
H -3.93299 -0.89466 4.85342 0.00 0.00 0.00 0.11
C 2.49196 -0.58617 -3.20784 0.02 -0.02 0.04 -0.06
C -2.94659 -1.22033 2.43706 0.02 0.20 0.03 -0.36
C 4.63325 0.41414 1.11813 0.00 0.00 0.00 -0.06
S -1.16865 1.40013 4.84905 0.00 0.01 -0.02 0.99
H 6.65605 1.04566 0.80634 0.00 0.00 0.00 0.11
P 1.39832 1.04433 -1.23651 -0.07 0.20 -0.01 0.87
H 1.12476 -2.16317 -5.86805 -0.01 0.00 0.00 0.11
C 1.14907 3.10085 -3.07792 0.03 0.02 0.02 -0.07
N -2.43242 -0.22830 3.08390 -0.04 -0.13 -0.17 0.02
H 0.02114 4.00886 3.89355 0.00 0.00 0.00 0.09
H 0.34970 3.31462 0.21476 0.01 0.00 0.00 0.05
H 3.29415 -1.86198 -4.73081 0.00 0.01 0.00 0.12
C 4.08310 1.70235 -1.28537 -0.01 0.03 0.03 -0.07
C 0.61300 -2.47005 -0.98964 0.04 -0.05 0.01 -0.11
H 3.44037 -0.47688 -2.69850 0.00 -0.01 0.00 0.11
C -0.66824 -1.96656 -0.84628 -0.30 -0.10 0.05 -0.29
C 0.29902 2.37387 5.28589 0.00 0.00 0.00 -0.50
H 4.84880 -0.08095 2.05546 0.00 0.00 0.00 0.11
C -0.71073 1.19503 3.18163 -0.06 0.04 -0.02 -0.89
C 0.41325 5.31689 -2.51264 0.00 -0.01 0.00 -0.06
O 0.47664 0.61867 -0.08238 0.06 -0.23 -0.08 -0.50
C 0.05012 -0.90748 -4.50063 -0.01 0.02 0.01 -0.05



No. 2
64
Properties=species:S:1:pos:R:3:forces:R:3:lowdin_charge:R:1 method="wB97M-V/def2-TZVPD" energy_ha=-3189.3003 e_above_lowest_kj_mol=31.3 charge=+1
H 0.37846 2.77195 -2.59589 0.01 0.00 0.01 0.04
F 5.53359 1.30934 -4.33479 0.00 0.00 0.00 0.16
N 1.80660 0.80936 -1.15123 -0.07 -0.07 0.01 -0.08
H -2.55722 -4.17334 1.05054 0.00 0.00 0.00 0.08
O -0.80322 -2.78788 2.41667 -0.09 0.02 -0.01 -0.10
C 3.73067 2.18439 -1.30307 -0.01 -0.02 -0.01 0.04
H 2.26362 2.20799 0.29013 0.01 0.01 0.00 0.10
H 0.34115 6.19738 2.85959 0.00 0.00 0.00 0.11
H -2.92998 1.33017 0.43493 0.00 0.01 0.00 0.04
F 6.40784 1.82944 -2.42365 -0.01 0.00 0.00 0.16
C 0.10609 5.39736 2.17032 -0.01 0.00 0.01 -0.06
H -3.26230 -2.85889 0.10023 0.00 0.00 0.00 0.10
H -0.87222 4.19793 3.65661 0.00 0.00 0.01 0.11
H -2.69071 -3.03349 -3.10165 0.00 -0.01 -0.02 0.09
O -1.36116 -0.65135 1.06677 -0.14 -0.06 0.02 -0.36
H -0.98002 1.72742 -3.05037 0.00 0.00 0.00 0.06
C 0.17514 4.47780 -0.04695 -0.02 -0.01 -0.01 -0.09
H -2.83968 -4.37275 -0.69438 -0.01 0.00 0.01 0.08
P -0.57551 -1.94611 1.08195 0.33 -0.19 0.00 0.29
H -0.48745 -5.00567 -0.78332 0.01 0.01 0.00 0.17
H -3.23168 2.63006 -0.75259 -0.01 -0.02 -0.02 0.07
C 0.48683 5.49725 0.84102 0.00 0.00 -0.01 -0.07
C 2.58274 1.78162 -0.65255 0.03 0.05 0.00 -0.09
F 5.26157 3.29760 -3.52230 0.00 0.00 0.00 0.16
O 1.45959 1.29285 2.22362 0.04 0.06 -0.06 -0.59
C -0.87908 3.25002 1.74028 0.00 -0.03 -0.02 -0.10
C 3.23844 -0.55189 2.84171 0.01 0.02 0.00 -0.25
C 4.07873 1.55472 -2.49015 -0.03 -0.01 0.01 -0.08
H 1.76201 2.00657 5.00899 0.00 0.01 0.01 0.05
H 1.49360 -0.62047 -2.60878 -0.01 0.00 0.01 0.10
P -1.01620 -2.30886 -1.94263 -0.01 0.04 -0.04 0.28
C -2.69835 1.69806 -0.56294 0.04 -0.01 0.08 -0.21
H 2.89631 0.69542 5.41732 0.01 0.00 0.02 0.06
H 0.62504 -3.75703 -0.92282 -0.04 -0.04 0.04 0.12
S 1.77143 0.34483 3.34098 -0.02 -0.05 -0.01 0.83
C 3.28315 0.53904 -2.98724 0.02 0.02 0.01 0.05
H 1.01646 6.37292 0.49086 0.00 0.00 0.00 0.11
H 0.26302 -4.46483 0.60187 -0.01 -0.02 -0.02 0.16
H 3.53386 0.02092 -3.90092 0.00 0.00 0.00 0.13
O -1.83756 -3.38594 -2.82046 0.01 0.02 0.03 -0.13
C 2.53138 1.34277 4.62112 -0.02 -0.02 0.00 -0.25
Pd 0.18454 0.16505 -0.13479 0.32 0.45 0.35 0.81
H -1.27719 3.42673 -2.60376 0.00 0.00 0.01 0.07
O 0.44134 -2.51158 -2.22060 -0.04 0.04 0.02 -0.33
H -1.46510 -2.42464 3.01833 0.03 0.02 0.02 0.10
H 4.34099 2.97310 -0.88617 0.00 0.01 0.01 0.14
C -0.66827 2.54555 -2.39947 0.02 -0.08 -0.02 -0.21
P -0.92547 1.98894 -0.70232 -0.16 0.00 -0.15 0.85
C -0.57833 4.27486 2.61845 0.01 0.01 0.01 -0.06
H -2.96537 0.92668 -1.28390 0.01 -0.01 -0.01 0.04
H 3.57605 -1.18452 3.66157 0.00 -0.01 0.02 0.06
C 2.14209 0.18685 -2.28626 0.04 -0.01 -0.04 -0.06
H 3.34208 1.92340 4.18396 0.02 0.01 -0.01 0.06
C -1.16482 -3.09315 -0.22827 0.00 0.04 0.04 -0.50
H -1.38209 2.35958 2.09752 0.00 0.00 0.01 0.11
N -0.11154 -4.18542 -0.30530 0.08 -0.01 -0.03 0.17
C -2.53467 -3.67106 0.08238 -0.02 0.01 0.01 -0.07
C -0.51490 3.35267 0.39831 0.02 -0.01 -0.05 -0.36
O 0.90680 -1.72823 0.85848 -0.34 -0.14 -0.13 -0.35
H 0.46185 4.57318 -1.08626 0.01 0.01 -0.01 0.10
O -1.68770 -0.98723 -1.96378 -0.03 -0.05 -0.09 -0.33
H 2.94214 -1.16502 1.99437 0.00 -0.02 -0.02 0.03
H 4.01179 0.16165 2.55787 0.00 0.01 0.00 0.06
C 5.33345 1.99590 -3.20807 0.01 0.00 0.01 -0.59



No. 3
7
Properties=species:S:1:pos:R:3:forces:R:3:lowdin_charge:R:1 method="wB97M-V/def2-TZVPD" energy_ha=-336.2295 e_above_lowest_kj_mol=93.3 smiles="O=NN=O.O"
H -1.39303 0.47988 0.60198 0.16 -0.12 -0.28 0.04
O 2.15634 -1.31168 -0.01939 1.33 -1.87 0.42 0.09
H -2.38531 -0.60397 0.38855 -0.75 -0.52 0.04 0.03
O -1.49154 -0.37974 0.16462 0.37 0.59 0.30 -0.05
N 0.84119 0.43106 -0.42233 -0.75 3.34 -0.51 -0.07
O 0.51712 1.60187 -0.54578 -0.70 -0.26 -0.09 0.01
N 1.75522 -0.21741 -0.16764 0.34 -1.16 0.11 -0.05